60
Properties=species:S:1:pos:R:3:forces:R:3 method="wB97M-V/def2-TZVPD" energy_ev=-37883.8838 e_lumo_ev=-0.8 orbital_gap_ha=0.3698 smiles="O=NO[C@@H]1COC(=O)O1.CCCC#N.CCCC#N.CCCC#N.CCCC#N" de_lowest_kj_mol=399.4
O 2.00686 2.54149 2.27679 0.3 -0.1 -4.7
N 1.60550 2.39042 1.10843 0.9 0.7 6.0
O 0.43249 1.70654 1.29041 -2.6 1.2 -2.0
C -0.63914 2.27689 0.45939 -1.5 0.2 -2.1
C -1.57433 3.49594 1.03107 -1.1 0.5 1.0
O -2.94440 2.89999 0.93301 1.9 -3.6 2.4
C -2.64719 1.48271 1.31372 -2.2 -1.1 2.8
O -3.22072 0.77246 2.29375 4.1 4.7 -7.6
O -1.58188 1.14097 0.35161 -1.1 1.4 3.1
H -0.37799 2.64421 -0.63425 0.3 -1.4 2.3
H -1.43640 3.77791 2.15888 0.2 -0.7 -2.1
H -1.71360 4.47969 0.40637 0.9 -2.1 0.9
C 2.83611 -2.20231 -1.91555 -0.1 -0.2 0.0
C 3.85171 -1.13128 -2.30084 -0.2 -0.4 -0.2
C 3.62564 0.19354 -1.56978 -0.9 0.3 -0.5
C 2.24889 0.73982 -1.91086 -7.7 3.3 -1.7
N 1.10671 1.19310 -2.19392 9.1 -3.6 2.2
H 1.81678 -1.90862 -2.18567 0.1 0.1 0.1
H 3.05364 -3.13824 -2.43983 -0.2 0.4 0.3
H 2.86425 -2.40017 -0.83793 0.0 0.1 -0.1
H 3.80376 -0.97087 -3.38489 0.1 0.1 0.2
H 4.85864 -1.49835 -2.07386 0.0 0.2 0.0
H 4.38602 0.92245 -1.86948 -0.3 0.1 0.1
H 3.69919 0.05228 -0.48604 -0.2 0.1 -0.1
C -4.35949 3.57445 -4.17972 0.0 0.0 -0.1
C -4.11234 2.47852 -3.14781 0.2 0.1 -0.4
C -4.69179 2.81475 -1.77235 0.6 0.8 0.2
C -4.04682 4.08380 -1.23969 3.4 7.1 3.2
N -3.51164 5.13661 -0.79772 -4.3 -8.2 -3.8
H -3.87231 4.51308 -3.89708 -0.1 -0.1 0.0
H -3.95402 3.27871 -5.15249 -0.1 0.0 0.1
H -5.43203 3.76493 -4.30056 0.1 0.0 0.0
H -3.03212 2.30702 -3.06460 -0.2 -0.1 0.1
H -4.55987 1.54516 -3.50660 0.0 0.1 0.2
H -4.50073 1.99366 -1.07333 0.0 0.3 0.1
H -5.77550 2.96065 -1.83669 0.2 0.1 0.1
C -4.21426 1.21968 5.36550 0.1 0.0 -0.2
C -3.96711 0.12375 6.39742 0.1 0.1 -0.4
C -4.54656 0.45997 7.77288 0.7 0.8 0.3
C -3.90160 1.72903 8.30553 3.4 7.1 3.3
N -3.36642 2.78184 8.74750 -4.2 -8.4 -3.6
H -3.72709 2.15830 5.64814 -0.1 -0.1 0.1
H -3.80879 0.92393 4.39273 -0.2 0.1 0.3
H -5.28680 1.41016 5.24466 0.1 0.0 0.0
H -2.88690 -0.04775 6.48062 -0.2 0.0 0.1
H -4.41465 -0.80961 6.03863 0.0 0.1 0.2
H -4.35550 -0.36112 8.47189 0.0 0.3 0.1
H -5.63027 0.60588 7.70853 0.2 0.1 0.1
C 6.44975 -7.06787 -3.09827 0.0 -0.1 0.0
C 7.13088 -5.70511 -3.17536 0.1 -0.4 -0.2
C 6.28281 -4.58130 -2.57660 -0.8 0.0 -0.7
C 4.97046 -4.46852 -3.33503 -7.3 0.7 -4.2
N 3.88171 -4.37487 -3.96433 8.9 -1.0 4.8
H 5.51910 -7.08776 -3.67424 0.1 0.1 0.1
H 7.10317 -7.84304 -3.51096 -0.1 0.1 0.1
H 6.21898 -7.33301 -2.06016 0.0 0.0 -0.1
H 7.35787 -5.48110 -4.22488 0.0 0.1 0.2
H 8.08691 -5.75507 -2.64271 -0.1 0.2 0.0
H 6.81968 -3.62914 -2.64349 -0.3 0.0 0.0
H 6.07275 -4.77914 -1.51991 -0.1 0.0 -0.2

***

61
Properties=species:S:1:pos:R:3:forces:R:3 method="wB97M-V/def2-TZVPD" charge=+2 energy_ev=-83339.9894 e_lumo_ev="-7.0 / -6.7" spin_multiplicity=2 s2=0.760 orbital_gap_ha="0.2480 / 0.2503"
W 0.53321 0.12766 -0.08162 -1.4 -0.8 -2.3
C -4.86725 0.88979 1.76056 0.0 0.1 -0.3
C -4.81199 1.49194 0.37332 -0.5 0.0 0.2
O -3.45333 1.83774 -0.00023 0.6 -0.1 -0.2
P -2.30180 0.93222 -0.54580 -0.3 0.1 -0.3
S -0.69594 2.15387 -0.80983 0.0 -1.4 0.4
S -1.76084 -0.61342 0.68618 0.7 0.9 -0.4
O -2.80122 0.25108 -1.88955 0.1 0.1 0.8
C -2.38591 0.58154 -3.23625 0.1 0.2 -0.4
C -2.82111 1.96800 -3.65834 0.0 -0.2 0.1
H -5.90844 0.78206 2.05621 -0.1 0.0 0.0
H -4.37330 1.54214 2.47302 0.0 0.1 0.1
H -4.39522 -0.08835 1.78597 0.0 -0.1 0.1
H -5.33809 2.44892 0.34749 0.1 -0.2 -0.1
H -5.23789 0.82402 -0.37718 0.1 0.1 0.0
H -2.87806 -0.18342 -3.84324 0.2 0.1 0.0
H -1.29742 0.47148 -3.30021 -0.2 -0.1 0.0
H -3.89797 2.07562 -3.56302 -0.1 0.0 0.0
H -2.54683 2.12170 -4.69925 0.0 0.0 -0.1
H -2.32962 2.73251 -3.05936 0.0 0.0 0.0
C -0.05862 -2.61784 -4.09725 -0.1 0.0 0.6
P -0.30519 -2.52259 -2.30473 -0.1 -0.9 -0.1
C -2.02471 -2.95790 -1.90507 0.6 0.1 -0.2
C 0.77006 -3.77105 -1.51692 -0.4 0.5 -0.3
O 0.07547 -1.11980 -1.84669 0.7 1.4 1.3
H -0.25565 -3.62727 -4.44663 -0.1 -0.1 -0.1
H 0.96975 -2.34999 -4.32406 0.1 0.0 0.0
H -0.71886 -1.91827 -4.60360 -0.1 0.0 0.0
H -2.23479 -3.95100 -2.29122 0.0 -0.2 -0.1
H -2.70313 -2.24780 -2.37076 0.0 0.1 0.0
H -2.18580 -2.94309 -0.82847 0.1 0.0 0.0
H 0.62001 -4.73284 -1.99842 0.0 -0.2 -0.1
H 0.51793 -3.87213 -0.46128 0.0 0.1 0.0
H 1.81516 -3.48390 -1.63399 0.0 0.0 0.0
O 0.35661 -0.39453 2.83835 -0.3 0.1 -0.2
H -0.55774 -0.55881 3.10526 0.0 0.1 -0.1
H 0.88825 -0.53899 3.62773 0.2 0.0 0.0
O 2.41800 0.79094 -1.05726 -1.4 -0.7 -0.4
S 3.61921 1.04030 -0.18115 0.0 0.0 1.8
C 2.97351 2.23507 1.02012 0.3 -0.1 -0.3
C 1.69694 2.05006 1.53683 0.0 0.0 -0.3
C 1.17769 2.95271 2.44727 -0.2 -0.3 -0.2
C 1.94326 4.04699 2.83306 0.1 -0.1 -0.1
C 3.21045 4.23774 2.30723 -0.1 0.0 0.1
C 3.73495 3.33094 1.39689 0.0 -0.2 -0.1
C 3.49576 -0.34511 1.00832 0.2 -0.1 -0.3
C 4.30888 -0.36161 2.12518 -0.1 0.1 -0.2
C 4.14832 -1.36901 3.06775 -0.1 0.0 -0.1
C 3.16053 -2.32708 2.90345 -0.1 0.0 -0.1
C 2.34565 -2.31063 1.78057 0.1 0.0 -0.2
C 2.51947 -1.32824 0.80719 0.1 0.1 -0.3
H 1.09922 1.11715 1.32571 0.9 1.3 1.6
H 0.19188 2.79748 2.85790 -0.1 0.0 0.0
H 1.55157 4.74515 3.55624 -0.1 0.1 0.0
H 3.79115 5.09596 2.60821 0.1 0.0 0.0
H 4.72411 3.47502 0.98782 0.1 0.0 -0.1
H 5.05006 0.40929 2.27093 0.1 0.1 0.0
H 4.79389 -1.39548 3.92873 0.1 0.0 0.2
H 3.02802 -3.09548 3.64572 0.0 -0.1 0.1
H 1.58514 -3.06648 1.65357 0.0 -0.1 0.0
H 2.03262 -1.46498 -0.19141 0.2 -0.1 0.4

***

76
Properties=species:S:1:pos:R:3:forces:R:3 method="wB97M-V/def2-TZVPD" energy_ev=-1304208.9810 e_lumo_ev=-0.4 orbital_gap_ha=0.3031
C -3.21180 1.42274 -4.84443 0.1 -0.2 0.5
C -2.88406 1.86003 -3.28478 -1.0 1.5 -0.2
N -1.45062 1.61712 -2.85999 -2.1 -2.7 0.5
C -1.17671 0.11178 -2.65744 0.8 2.4 -0.2
O -2.01129 -0.33808 -1.53394 0.4 -2.6 -1.9
C -2.55668 -1.68790 -1.74095 -2.7 -0.1 1.9
C -3.71271 -1.77262 -2.93094 1.4 -0.8 -0.5
S -1.27534 -3.03790 -1.96903 -0.4 -0.6 0.4
C -3.37143 -2.06796 -0.33028 -1.6 1.0 -1.1
O -2.59302 -1.78173 0.88474 -2.5 -2.8 1.4
C -3.26136 -2.61567 1.93670 -4.1 1.4 3.4
C -2.72843 -4.19156 2.02179 0.5 1.0 -0.6
O -4.25283 -2.15234 2.73055 6.8 -2.8 -5.5
C 0.44225 -0.01686 -2.41799 1.1 0.1 -1.8
C 1.12777 0.04795 -3.94261 -0.5 -0.9 0.6
C 2.76675 -0.09500 -3.90253 -0.7 -0.1 -2.1
C 3.24260 -0.43158 -5.45980 -0.4 0.3 0.0
F 3.39265 1.19767 -3.53179 -1.1 -2.7 -0.3
O 1.04493 1.11466 -1.67630 -0.3 -2.3 0.8
C 1.96691 0.65435 -0.62661 0.6 0.8 1.4
H -3.61219 2.36873 -5.45160 0.9 -2.3 1.3
H -2.21419 1.00959 -5.35341 -2.3 0.9 1.0
H -4.03641 0.57673 -4.80859 1.7 1.8 -0.4
H -3.04065 3.04284 -3.24980 0.5 -2.5 0.1
H -3.67695 1.43285 -2.50348 1.6 0.6 -1.8
H -1.34156 2.13726 -1.95939 0.1 -1.0 -0.9
H -1.41333 -0.38835 -3.68833 0.2 0.6 2.1
H -3.11554 -2.00337 -3.93864 -1.5 0.7 2.1
H -4.35081 -0.79697 -3.03664 1.2 -2.0 0.4
H -4.34873 -2.74734 -2.72284 1.1 2.2 -0.4
H -1.84457 -4.17100 -1.30538 0.4 1.8 -0.8
H -3.80040 -3.18154 -0.35657 1.3 2.3 -0.1
H -4.33333 -1.37459 -0.28635 1.9 -1.3 -0.2
H -3.12838 -4.76543 1.05556 0.8 1.2 2.3
H -3.01362 -4.72403 3.02721 0.2 1.3 -2.1
H -1.56090 -4.14554 1.94490 -2.2 -0.1 0.1
H 0.79176 -1.01862 -1.92426 -1.0 1.8 -0.8
H 0.74027 0.99031 -4.54295 1.1 -1.8 1.4
H 0.69737 -0.89752 -4.52435 1.1 1.8 1.2
H 3.11411 -0.99880 -3.22860 -0.6 2.3 -0.9
H 4.07684 -1.25626 -5.52389 -1.6 1.7 0.2
H 3.63093 0.56576 -5.93801 -0.7 -2.0 0.9
H 2.29640 -0.80080 -6.08671 2.2 0.8 1.4
H 2.06198 1.55455 0.15072 -0.3 -1.9 -1.7
H 3.07578 0.45913 -1.00833 -2.5 0.2 0.5
H 1.54420 -0.27055 -0.01585 0.8 1.8 -1.4
C 4.77208 -1.45109 1.94289 0.2 -0.2 0.2
Br 3.26123 -1.85002 3.10155 0.3 0.2 -0.4
Br 4.72676 -2.50206 0.30652 0.0 0.3 0.4
Br 4.91962 0.45363 1.57591 -0.1 -0.4 0.1
H 5.67715 -1.74323 2.48560 -0.4 0.1 -0.2
C -0.70488 -0.49205 4.97459 0.0 0.3 0.2
Br 0.00640 0.68965 3.60275 -0.2 -0.3 0.3
Br -2.54846 -0.05832 5.41889 0.6 -0.2 -0.2
Br -0.49774 -2.36577 4.49429 0.0 0.4 0.1
H -0.11044 -0.32620 5.87912 -0.3 -0.1 -0.4
C 6.26635 0.54947 5.17688 -0.2 0.0 -0.1
Br 5.54066 -0.92705 6.21493 0.3 0.4 -0.2
Br 6.47092 2.15814 6.25141 0.0 -0.4 -0.2
Br 7.92369 0.06030 4.28338 -0.4 0.1 0.3
H 5.53640 0.77883 4.39355 0.3 -0.1 0.3
C 0.06780 4.85931 -4.54353 0.5 0.1 0.4
Br 0.30438 4.18659 -6.35343 -0.1 0.1 0.4
Br -1.69689 5.63599 -4.28480 0.3 -0.2 -0.1
Br 0.46327 3.50043 -3.20883 0.8 1.5 -0.8
H 0.79556 5.66556 -4.40438 -0.4 -0.3 -0.2
C -5.48902 -2.98708 6.59097 0.0 0.1 -0.3
Br -5.30093 -1.28908 7.52138 -0.1 -0.5 -0.1
Br -3.84863 -4.03103 6.65095 -0.4 0.3 0.0
Br -7.01693 -4.00203 7.23888 0.4 0.3 -0.1
H -5.68223 -2.75527 5.53837 0.1 -0.1 0.4
C 4.75783 5.86402 6.07806 0.1 -0.2 -0.1
Br 5.53665 6.49365 7.74578 -0.2 -0.1 -0.4
Br 2.91752 5.27923 6.31383 0.5 0.2 -0.1
Br 4.92149 7.18445 4.65888 -0.1 -0.3 0.4
H 5.33471 4.98689 5.76681 -0.3 0.4 0.1

***

63
Properties=species:S:1:pos:R:3:forces:R:3 method="wB97M-V/def2-TZVPD" energy_ev=-94796.5800 e_lumo_ev="0.1 / -2.8" spin_multiplicity=5 s2=6.057 orbital_gap_ha="0.2715 / 0.2188" de_lowest_kj_mol=129.8
Pd -1.44345 2.03358 0.18874 -0.4 0.3 0.1
Cl 2.68715 0.63252 6.38035 0.0 0.0 0.0
C 2.11575 1.30791 4.90975 0.0 0.0 0.0
C 0.74196 1.53136 4.76021 0.0 0.0 0.1
C 0.27625 2.06156 3.59247 -0.1 0.0 0.0
Cl -1.39054 2.36250 3.37988 0.0 0.0 0.0
C 1.16601 2.39967 2.48581 0.1 -0.1 0.2
O 0.76571 2.84811 1.41756 -0.2 0.1 -0.2
C 2.58627 2.14948 2.73299 0.0 0.0 0.0
Cl 3.66788 2.52963 1.46655 0.0 0.0 0.0
C 3.04078 1.61640 3.90392 0.0 0.0 0.1
H 0.06591 1.28450 5.56749 0.0 0.0 0.0
H 4.09487 1.43180 4.05971 0.0 0.0 0.0
O -0.12158 3.82019 -1.81045 0.1 0.2 -0.2
Cl -1.50745 4.15971 -1.64563 -0.2 -0.2 0.2
O -1.88477 5.28807 -2.41675 0.0 0.0 0.0
O -2.31878 2.98602 -2.00666 0.2 0.0 0.0
O -1.76031 4.39465 -0.21654 0.1 -0.1 -0.1
C 1.38349 -3.26466 -0.19001 0.0 0.0 0.0
C 0.91740 -1.96437 0.47988 0.0 -0.1 0.0
C 2.16079 -1.18704 0.94289 0.0 0.1 0.0
C 0.14774 -2.30956 1.76935 0.0 0.0 0.0
P -0.14222 -0.85128 -0.61064 0.0 0.0 0.1
N -0.89643 0.17691 0.39418 0.2 -0.1 0.0
C -1.56079 -1.78889 -1.40722 0.0 -0.1 0.0
C -2.63692 -0.77148 -1.82875 0.0 0.0 -0.1
C -1.15159 -2.62947 -2.62392 0.0 0.0 0.0
C -2.22963 -2.70876 -0.37350 0.0 0.0 0.0
C 0.91159 -0.00352 -1.90440 0.1 0.0 -0.1
C 1.90052 -0.93860 -2.61911 0.0 0.1 0.0
C -0.00284 0.63801 -2.96431 0.1 0.0 0.0
C 1.69148 1.15537 -1.25600 0.0 0.0 -0.1
H 2.04242 -3.78906 0.50933 0.0 0.0 0.0
H 1.94845 -3.09356 -1.10492 0.0 0.0 0.0
H 0.55661 -3.93553 -0.41562 -0.1 0.0 0.0
H 2.66668 -1.79273 1.70011 0.0 0.0 0.0
H 1.89378 -0.23027 1.40000 0.0 0.0 0.0
H 2.87295 -1.00585 0.14278 0.0 0.0 0.0
H 0.86154 -2.74694 2.47407 0.0 0.0 0.0
H -0.63903 -3.04074 1.61109 0.0 0.0 0.0
H -0.29352 -1.42071 2.21759 0.0 0.0 0.0
H -2.31167 -0.09394 -2.61255 -0.1 0.0 0.1
H -2.97298 -0.17610 -0.98150 0.0 0.0 0.0
H -3.49075 -1.33878 -2.20887 0.0 0.0 0.0
H -0.80791 -2.01857 -3.45543 0.0 0.0 0.0
H -2.03681 -3.17380 -2.96581 0.0 0.0 0.0
H -0.38248 -3.36689 -2.39439 0.0 0.0 0.0
H -2.48944 -2.16894 0.53774 0.0 0.0 0.0
H -1.62116 -3.57348 -0.11827 0.1 0.0 0.0
H -3.15381 -3.08467 -0.81964 0.0 0.0 0.0
H 1.41883 -1.80016 -3.08068 0.0 0.0 0.0
H 2.69256 -1.29779 -1.96344 0.0 0.0 0.0
H 2.37979 -0.36492 -3.41775 0.0 0.0 0.0
H -0.47848 -0.09777 -3.60898 0.0 0.0 0.0
H 0.62621 1.26868 -3.59696 0.0 0.0 0.0
H -0.76236 1.28602 -2.53327 0.0 0.0 0.0
H 2.48770 0.82808 -0.59514 0.0 0.0 0.0
H 1.04473 1.84195 -0.71178 0.0 0.0 0.0
H 2.15050 1.73057 -2.06453 0.0 0.0 0.0
C -3.74792 2.05934 0.84858 0.3 0.1 -0.1
H -3.81003 1.12749 1.39501 -0.1 0.0 0.0
H -4.14742 2.09528 -0.15579 -0.1 0.0 0.0
H -3.77127 2.98347 1.41117 -0.1 0.0 0.0